The following is a quantum chemistry calculation of a structure of composition C35H43ClMgN2Si2, from the Open Molecules 2025 dataset.

The calculation puts the lowest unoccupied orbital energy (alpha / beta) at -0.050 / -0.045 Eh. The molar mass is 607.7 g/mol. The calculation puts the relative energy (zero: lowest compared OMol25 entry of this formula, charge and spin) at 72.8 kcal per mole. The gap between HOMO and LUMO (alpha / beta) is 5.10 / 5.36 eV.

Geometry (Å):
C -3.252 -1.229 4.275
C -3.734 -0.246 3.364
C -3.596 -0.751 2.045
H -4.166 0.721 3.625
C -2.977 -2.038 2.131
C -2.778 -2.335 3.508
H -2.356 -3.256 3.904
H -3.269 -1.162 5.359
H -3.948 -0.263 1.134
H -2.753 -2.696 1.288
Mg -0.085 -0.928 1.945
Si 2.609 1.851 -1.270
C 1.393 3.146 -1.912
C 1.539 3.652 -3.209
H 2.349 3.292 -3.844
C 0.645 4.594 -3.720
H 0.785 4.984 -4.729
C -0.438 5.018 -2.948
H -1.168 5.717 -3.357
C -0.576 4.537 -1.645
H -1.429 4.836 -1.033
C 0.375 3.671 -1.101
H 0.300 3.412 -0.041
C 1.370 0.417 -0.529
C 0.037 0.535 0.053
H -0.444 1.510 0.053
C -0.863 -0.622 0.015
H -1.949 -0.536 -0.117
C -0.218 -1.932 0.097
H -0.812 -2.848 0.104
C 1.212 -1.949 0.286
H 1.711 -2.905 0.479
C 1.913 -0.910 -0.396
H 2.917 -1.099 -0.773
H 3.233 1.659 0.113
Si 0.174 -0.810 -1.481
C 0.416 -2.217 -2.793
C -0.710 -2.715 -3.457
H -1.692 -2.253 -3.298
C -0.603 -3.785 -4.354
H -1.493 -4.168 -4.851
C 0.646 -4.365 -4.609
H 0.730 -5.216 -5.289
C 1.781 -3.839 -3.981
H 2.759 -4.272 -4.181
C 1.666 -2.760 -3.090
H 2.582 -2.350 -2.656
C -0.699 0.366 -2.790
C -1.837 1.109 -2.467
H -2.307 1.045 -1.481
C -2.422 1.950 -3.427
H -3.307 2.525 -3.161
C -1.869 2.057 -4.701
H -2.354 2.689 -5.446
C -0.683 1.379 -4.991
H -0.209 1.517 -5.959
C -0.100 0.539 -4.035
H 0.826 0.017 -4.299
H 3.585 2.787 -0.802
Cl 3.534 0.942 -2.875
C 2.408 -2.310 3.184
N 1.173 -1.671 3.649
C 0.413 -2.624 4.472
C 1.504 -0.468 4.471
C 0.352 0.529 4.439
N 0.109 0.977 3.040
C -1.065 1.853 2.961
C 1.328 1.600 2.488
H 2.168 -3.254 2.684
H 3.085 -2.504 4.031
H 2.908 -1.644 2.472
H 1.032 -2.990 5.309
H -0.484 -2.149 4.885
H 0.106 -3.483 3.863
H 1.676 -0.794 5.511
H 2.434 -0.020 4.097
H -0.567 0.068 4.830
H 0.610 1.399 5.071
H -0.836 2.864 3.328
H -1.419 1.914 1.926
H -1.874 1.431 3.569
H 1.832 2.200 3.261
H 2.023 0.819 2.141
H 1.091 2.242 1.638

***

The following is a quantum chemistry calculation of a structure of composition C35H43ClP2Si2Ti, from the Open Molecules 2025 dataset.

The calculation puts the lowest unoccupied orbital energy at -0.318 Eh. The molar mass is 665.2 g/mol. The total charge is +2. The calculation puts the relative energy (zero: lowest compared OMol25 entry of this formula, charge and spin) at 0.0 kcal per mole. The gap between HOMO and LUMO is 3.50 eV.

Geometry (Å):
C 0.218 -0.024 5.197
C 1.327 0.205 4.329
C 1.015 1.312 3.459
H 2.279 -0.304 4.383
C -0.317 1.775 3.816
C -0.801 0.942 4.873
H -1.718 1.073 5.431
H 0.192 -0.729 6.019
H 1.693 1.780 2.775
H -0.800 2.640 3.395
Ti -0.361 -0.294 3.126
Si -1.248 0.594 -4.979
C 0.184 -0.192 -5.883
C 0.194 -0.693 -7.203
H -0.709 -0.647 -7.813
C 1.364 -1.242 -7.745
H 1.373 -1.634 -8.765
C 2.535 -1.306 -6.979
H 3.443 -1.752 -7.388
C 2.539 -0.799 -5.676
H 3.444 -0.836 -5.065
C 1.373 -0.244 -5.139
H 1.393 0.163 -4.127
C -1.241 2.412 -5.376
C -0.107 3.063 -5.901
H 0.741 2.478 -6.260
C -0.043 4.459 -5.948
H 0.869 4.950 -6.294
C -1.141 5.229 -5.547
H -1.077 6.315 -5.543
C -2.321 4.587 -5.149
H -3.192 5.185 -4.875
C -2.381 3.192 -5.094
H -3.310 2.697 -4.815
H -1.303 0.340 -3.534
Si 0.026 0.329 0.520
C 0.029 2.176 0.225
C 1.169 2.895 -0.165
H 2.100 2.369 -0.372
C 1.155 4.298 -0.248
H 2.041 4.837 -0.588
C 0.005 5.017 0.107
H -0.017 6.111 0.033
C -1.126 4.313 0.541
H -2.026 4.860 0.838
C -1.099 2.919 0.614
H -1.965 2.395 1.029
C 1.681 -0.332 -0.081
C 2.817 -0.401 0.738
H 2.754 -0.107 1.787
C 4.041 -0.850 0.233
H 4.912 -0.884 0.883
C 4.158 -1.251 -1.099
H 5.121 -1.572 -1.499
C 3.024 -1.219 -1.909
H 3.098 -1.546 -2.945
C 1.794 -0.785 -1.403
H 0.916 -0.817 -2.046
H -2.483 -0.049 -5.535
Cl -1.456 -0.603 -0.626
C -0.170 -3.090 1.817
P 0.162 -2.743 3.574
C 1.914 -3.171 3.919
C -0.675 -4.163 4.449
C -1.897 -3.883 5.337
P -3.198 -2.802 4.544
C -4.705 -3.655 5.194
C -3.119 -1.391 5.730
H -0.803 -2.321 1.353
H -0.718 -4.036 1.744
H 0.768 -3.138 1.250
H 1.983 -3.648 4.910
H 2.309 -3.827 3.134
H 2.544 -2.277 3.939
H -0.945 -4.874 3.638
H 0.109 -4.651 5.059
H -2.393 -4.847 5.521
H -1.599 -3.488 6.312
H -4.495 -3.994 6.220
H -5.573 -2.986 5.208
H -4.978 -4.502 4.552
H -3.991 -1.395 6.400
H -2.195 -1.448 6.314
H -3.111 -0.463 5.142

***

The following is a quantum chemistry calculation of a structure of composition C35H43IrN4OS2Si, from the Open Molecules 2025 dataset.

The calculation puts the lowest unoccupied orbital energy (alpha / beta) at 0.013 / 0.011 Eh. The molar mass is 820.2 g/mol. The calculation puts the relative energy (zero: lowest compared OMol25 entry of this formula, charge and spin) at 34.4 kcal per mole. The gap between HOMO and LUMO (alpha / beta) is 6.78 / 7.02 eV.

Geometry (Å):
Ir -1.830 -1.806 0.732
C -3.050 -3.221 0.393
H -2.760 -4.033 -0.282
H -4.101 -3.308 0.705
C -3.375 4.035 -2.854
C -3.700 3.081 -4.007
C -2.773 1.867 -4.140
C -2.796 0.895 -2.963
N -1.992 1.401 -1.847
C -2.128 1.034 -0.574
S -3.416 0.027 -0.029
N -1.267 1.529 0.307
C 0.010 2.145 -0.045
C -0.071 3.650 -0.311
C -0.011 4.504 0.955
C -1.175 4.270 1.922
H -4.060 4.887 -2.862
H -2.355 4.427 -2.944
H -3.472 3.545 -1.883
H -3.656 3.641 -4.945
H -4.728 2.722 -3.895
H -1.740 2.201 -4.311
H -3.075 1.305 -5.026
H -2.411 -0.075 -3.274
H -3.811 0.742 -2.610
H -1.130 1.862 -2.104
H -1.371 1.146 1.231
H 0.418 1.623 -0.916
H 0.701 1.949 0.776
H -0.992 3.879 -0.861
H 0.774 3.921 -0.952
H 0.001 5.555 0.659
H 0.936 4.306 1.468
H -2.136 4.331 1.401
H -1.173 5.021 2.715
H -1.112 3.288 2.399
O 0.113 -1.147 0.130
Si 1.568 -1.391 -0.494
C 2.156 -3.156 -0.263
C 1.212 -4.191 -0.208
C 1.605 -5.516 -0.057
C 2.956 -5.832 0.047
C 3.909 -4.819 0.002
C 3.509 -3.495 -0.152
C 1.577 -1.005 -2.334
C 2.757 -0.923 -3.085
C 2.728 -0.632 -4.444
C 1.510 -0.419 -5.083
C 0.326 -0.504 -4.358
C 0.365 -0.794 -2.995
C 2.850 -0.269 0.329
C 3.263 -0.551 1.639
C 4.100 0.314 2.338
C 4.551 1.484 1.734
C 4.177 1.773 0.426
C 3.337 0.904 -0.265
H 0.154 -3.950 -0.278
H 0.860 -6.304 -0.018
H 3.266 -6.864 0.165
H 4.962 -5.062 0.092
H 4.265 -2.713 -0.180
H 3.717 -1.088 -2.598
H 3.652 -0.575 -5.009
H 1.484 -0.196 -6.144
H -0.624 -0.351 -4.861
H -0.558 -0.873 -2.424
H 2.923 -1.471 2.115
H 4.405 0.078 3.353
H 5.198 2.162 2.279
H 4.541 2.673 -0.054
H 3.056 1.139 -1.290
N -4.494 -1.567 2.835
C -3.329 -1.510 3.509
N -2.176 -1.426 2.926
C -1.129 -1.371 3.856
C 0.227 -1.314 3.553
C 1.140 -1.288 4.598
C 0.717 -1.305 5.929
C -0.633 -1.359 6.238
C -1.541 -1.397 5.188
S -3.283 -1.512 5.256
H -4.418 -1.691 1.839
H -5.344 -1.813 3.304
H 0.541 -1.303 2.511
H 2.201 -1.264 4.376
H 1.449 -1.285 6.728
H -0.970 -1.377 7.269

***

The following is a quantum chemistry calculation of a cluster of 6 separate species, C35H44BrO20PS in total, from the Open Molecules 2025 dataset.

The calculation puts the lowest unoccupied orbital energy at -0.039 Eh. The molar mass is 927.7 g/mol. The SMILES is CP(C)c1ccc2c(c1COO)C(=O)C(CC(=O)Br)=C(S)C2=O.C[C@@H]1COC(=O)O1.C[C@@H]1COC(=O)O1.C[C@@H]1COC(=O)O1.C[C@@H]1COC(=O)O1.C[C@@H]1COC(=O)O1. The gap between HOMO and LUMO is 7.21 eV.

Geometry (Å):
C -2.305 -4.543 0.844
P -0.913 -3.726 -0.092
C -0.452 -2.298 1.037
C -1.626 -3.026 -1.650
C -2.912 -3.305 -2.032
C -3.483 -2.785 -3.158
C -2.728 -1.971 -3.945
C -1.409 -1.694 -3.621
C -0.848 -2.206 -2.463
C 0.598 -1.859 -2.104
O 1.451 -2.921 -2.505
O 2.470 -2.420 -3.359
C -0.622 -0.825 -4.578
O 0.538 -1.022 -4.863
C -1.423 0.305 -5.194
C -0.828 1.670 -5.443
C 0.624 1.794 -5.019
O 1.570 1.699 -5.740
Br 0.951 2.103 -3.096
C -2.683 0.031 -5.498
S -3.769 1.248 -6.240
C -3.270 -1.336 -5.200
O -4.083 -1.864 -5.922
H -2.239 -5.623 0.724
H -2.202 -4.285 1.899
H -3.283 -4.190 0.504
H 0.598 -2.431 1.302
H -1.086 -2.257 1.922
H -0.495 -1.366 0.469
H -3.527 -3.966 -1.434
H -4.511 -3.010 -3.412
H 0.716 -1.722 -1.028
H 0.877 -0.905 -2.548
H 2.546 -3.114 -4.025
H -0.969 2.012 -6.469
H -1.402 2.369 -4.823
H -4.581 1.680 -5.250
C 4.394 0.530 -6.030
C 5.597 0.457 -6.937
C 5.499 -0.593 -8.014
O 6.872 -0.933 -8.237
C 7.544 -0.675 -7.083
O 8.657 -1.021 -6.863
O 6.767 0.027 -6.219
H 4.521 1.323 -5.293
H 3.488 0.727 -6.595
H 4.271 -0.401 -5.473
H 5.808 1.443 -7.363
H 5.043 -0.217 -8.928
H 4.965 -1.490 -7.691
C 2.988 -7.545 3.501
C 1.576 -7.015 3.537
C 1.017 -6.645 2.186
O 0.085 -5.607 2.520
C 0.520 -5.030 3.663
O 0.086 -4.014 4.105
O 1.511 -5.756 4.231
H 3.320 -7.814 4.504
H 3.058 -8.427 2.864
H 3.678 -6.784 3.133
H 0.922 -7.720 4.057
H 0.509 -7.474 1.698
H 1.765 -6.234 1.504
C -2.938 7.532 -5.720
C -2.967 6.783 -4.410
C -1.648 6.759 -3.678
O -1.728 5.527 -2.952
C -2.555 4.706 -3.641
O -2.689 3.545 -3.419
O -3.207 5.381 -4.619
H -3.926 7.529 -6.181
H -2.627 8.566 -5.572
H -2.259 7.051 -6.426
H -3.767 7.170 -3.773
H -1.528 7.600 -2.998
H -0.786 6.714 -4.348
C -0.586 -1.497 6.159
C 0.357 -0.336 6.343
C 1.720 -0.720 6.861
O 2.119 0.462 7.570
C 0.990 1.092 7.968
O 0.961 1.998 8.740
O -0.103 0.556 7.377
H -1.540 -1.151 5.761
H -0.171 -2.235 5.473
H -0.800 -1.980 7.114
H 0.434 0.238 5.415
H 2.424 -0.947 6.064
H 1.693 -1.556 7.564
C -0.231 4.700 9.161
C -1.632 4.781 9.710
C -2.683 4.183 8.810
O -3.848 4.946 9.150
C -3.421 6.154 9.603
O -4.129 7.090 9.787
O -2.081 6.147 9.810
H 0.481 5.127 9.869
H 0.053 3.661 8.963
H -0.143 5.279 8.239
H -1.670 4.341 10.711
H -2.847 3.125 9.001
H -2.470 4.326 7.748